Entry 1:
Molecular formula: CH4NS
Method: DFT, ωB97M-V/def2-TZVPD

Output
Total charge: -1
Energy above the lowest of the compared OMol25 structures with the same formula, charge and spin (kJ/mol): 105.6
Maximum force (eV/A): 4.566
HOMO-LUMO gap (eV): 7.25
Molar mass (g mol⁻¹): 62.1

XYZ file:
```
7
Properties=species:S:1:pos:R:3:forces:R:3:mulliken_charge:R:1
S -0.070 -1.841 -0.347 0.31 -0.08 0.71 -0.866
H -0.697 -1.907 -1.499 -0.40 -0.06 -0.73 -0.055
C 0.600 1.587 0.292 -4.13 -1.80 0.76 0.008
N -0.259 2.497 0.575 1.65 1.09 1.93 -0.569
H 1.527 1.580 0.857 0.95 0.55 -1.27 0.211
H 0.087 0.633 -0.090 1.91 0.52 0.39 0.014
H -1.209 2.175 0.729 -0.30 -0.23 -1.78 0.256
```
Positions in Å, forces in eV/Å.

Entry 2:
Molecular formula: CH4NS3
Method: DFT, ωB97M-V/def2-TZVPD

Output
Total charge: +1
Energy above the lowest of the compared OMol25 structures with the same formula, charge and spin (kJ/mol): 6.5
Maximum force (eV/A): 4.437
HOMO-LUMO gap (eV): 8.30
Molar mass (g mol⁻¹): 126.3

XYZ file:
```
9
Properties=species:S:1:pos:R:3:forces:R:3:mulliken_charge:R:1
C 0.341 -0.519 -0.404 -2.61 -1.15 -0.64 -0.103
N -0.869 -0.016 0.494 -2.75 -3.38 0.84 -0.441
S 0.448 0.580 -1.803 0.41 0.03 -0.12 0.014
S 1.888 -0.249 0.443 -0.33 0.11 -0.21 0.023
S 1.702 1.665 -0.478 0.09 -0.18 0.02 -0.001
H -0.112 -1.545 -0.590 1.67 0.86 -0.27 0.358
H -1.973 -0.031 0.173 3.67 0.33 0.33 0.407
H -0.584 0.836 0.879 0.10 2.24 0.76 0.334
H -0.840 -0.721 1.285 -0.26 1.14 -0.69 0.410
```
Positions in Å, forces in eV/Å.

Entry 3:
Molecular formula: CH4Na8O5
Method: DFT, ωB97M-V/def2-TZVPD

Output
Total charge: +6
Energy above the lowest of the compared OMol25 structures with the same formula, charge and spin (kJ/mol): 264.2
Maximum force (eV/A): 2.554
HOMO-LUMO gap (eV): 6.32
Molar mass (g mol⁻¹): 280.0

XYZ file:
```
18
Properties=species:S:1:pos:R:3:forces:R:3:mulliken_charge:R:1
Na -0.324 -3.508 0.876 -0.39 -1.19 0.12 1.017
Na 1.021 -2.973 -2.554 0.26 -0.44 -1.39 0.991
Na 1.349 -0.850 3.539 0.41 -0.05 1.31 0.968
Na 3.160 -2.142 0.199 0.69 -0.34 -0.30 0.912
Na 3.843 0.934 1.303 1.16 0.94 -0.15 1.017
Na 0.678 2.270 1.569 -0.53 1.27 -0.39 0.959
Na -2.112 -0.203 1.995 -1.62 1.09 0.13 0.997
Na -1.694 -1.049 -1.524 -0.62 0.93 -0.87 0.961
C 0.588 -0.403 0.265 -1.69 1.48 -1.21 0.944
O 0.534 -1.544 -0.336 1.11 -2.14 0.34 -1.022
O 1.593 0.015 0.948 1.30 -0.93 1.20 -0.895
O -0.421 0.354 0.110 -0.02 -0.33 1.38 -1.065
O -2.962 1.733 0.428 0.32 -1.62 0.56 -0.604
H -3.730 1.348 -0.037 -0.14 0.80 0.09 0.383
H -2.185 1.418 -0.045 -0.22 0.62 -0.60 0.371
O -0.004 1.750 -2.471 -0.24 -0.89 0.08 -0.498
H 0.667 1.112 -2.752 0.13 0.53 -0.30 0.301
H -0.002 1.738 -1.512 0.10 0.27 -0.01 0.266
```
Positions in Å, forces in eV/Å.